# 1
17
Properties=species:S:1:pos:R:3 method="wB97M-V/def2-TZVPD" energy_ev=-6851.1670 largest_force_ev_per_a=0.224 multiplicity=1
C 2.4380 0.2161 0.2449
C 1.0443 -0.4037 0.1722
C -0.0364 0.6331 -0.1238
N -1.3799 0.0153 -0.1580
C -2.0071 -0.1000 1.0153
C -1.8037 -0.4335 -1.3381
H 2.7142 0.6920 -0.7038
H 3.1914 -0.5475 0.4653
H 2.4972 0.9779 1.0314
H 1.0173 -1.1733 -0.6081
H 0.7929 -0.8982 1.1171
H 0.1284 1.1214 -1.0888
H -0.0503 1.4085 0.6483
H -2.9015 -0.7075 1.0528
H -1.7425 0.5781 1.8148
H -1.0920 -0.5544 -2.1428
H -2.8103 -0.8242 -1.3989

=====

# 2
17
Properties=species:S:1:pos:R:3 method="wB97M-V/def2-TZVPD" energy_ev=-6848.7065 largest_force_ev_per_a=6.712 multiplicity=1
C 1.4895 1.1357 0.1468
C 0.4226 0.1299 -0.0656
C -0.9028 0.8175 -0.1941
C 0.3442 -1.0763 0.7616
C 0.7885 -1.1521 -0.7567
H 1.2769 2.1405 0.7483
H 1.7662 1.5139 -0.9719
H 2.3545 0.5216 0.5903
H -1.0715 1.2292 -1.2723
H -0.8975 1.6913 0.5993
H -1.5986 -0.6188 0.8874
H -3.2107 0.4614 0.2510
H -0.5516 -1.5309 1.2011
H 1.0776 -1.0339 1.6699
H 1.8998 -1.2501 -0.9070
H 0.0561 -1.7225 -1.5206
N -1.9933 -0.0758 -0.0897

=====

# 3
17
Properties=species:S:1:pos:R:3 method="wB97M-V/def2-TZVPD" smiles=CN1CC1(C)C energy_ev=-6850.5669 largest_force_ev_per_a=1.863 multiplicity=1
C 1.6717 0.0111 -0.6609
N 0.7474 0.6515 0.1969
C 0.3381 0.3545 1.5037
C -0.6139 0.0975 0.3515
C -1.1642 1.1777 -0.6403
C -0.9307 -1.4139 0.1823
H 1.5545 -1.0790 -0.6975
H 1.5011 0.4026 -1.6793
H 2.6750 0.2859 -0.3484
H 0.2366 1.1771 2.2068
H 0.8312 -0.5324 1.9109
H -1.9869 0.7631 -1.2027
H -0.4091 1.4784 -1.4111
H -1.4166 2.1123 -0.1411
H -1.4875 -1.8503 1.0300
H -1.5291 -1.6117 -0.7121
H -0.0176 -2.0243 0.1111

=====

# 4
17
Properties=species:S:1:pos:R:3 method="wB97M-V/def2-TZVPD" smiles="C=CCCNC" energy_ev=-6852.0435 largest_force_ev_per_a=1.937 multiplicity=1
C -1.6494 2.1631 -0.9323
N -0.3704 1.5509 -0.6469
C -0.4055 0.3639 0.1771
C 0.8853 -0.4188 0.0783
C 0.7341 -1.7194 0.8422
C 1.7215 -2.5928 0.9649
H -2.3514 1.5026 -1.4638
H -2.0714 2.5539 -0.0078
H -1.5209 2.9839 -1.6394
H 0.1432 1.3622 -1.4977
H -0.5661 0.7103 1.2112
H -1.3425 -0.2073 0.0632
H 1.1172 -0.5195 -0.9848
H 1.6595 0.1722 0.5585
H -0.2894 -1.9881 1.0655
H 2.7026 -2.5295 0.5130
H 1.6035 -3.3874 1.6988

=====

# 5
17
Properties=species:S:1:pos:R:3 method="wB97M-V/def2-TZVPD" smiles="C/C=C/CNC" energy_ev=-6851.4590 largest_force_ev_per_a=3.510 multiplicity=1
C 2.6504 -0.3053 -0.5122
N 1.1942 -0.4537 -0.3587
C 0.7228 0.2329 0.8347
C -2.6620 -0.0759 -0.7287
C -1.5000 0.5292 -0.0487
C -0.7345 0.2934 1.0413
H 3.0077 -0.5397 -1.5072
H 3.1628 -0.8599 0.2859
H 2.8541 0.7638 -0.3798
H 0.8993 -1.4187 -0.4075
H 1.1788 -0.1205 1.7838
H 1.1692 1.2347 0.7918
H -3.1778 0.6404 -1.3797
H -3.4097 -0.5640 -0.0844
H -2.2660 -0.8209 -1.4325
H -1.0406 1.1291 -0.8473
H -1.2868 -0.1619 1.8574

=====

# 6
17
Properties=species:S:1:pos:R:3 method="wB97M-V/def2-TZVPD" smiles="C/C=C/[C@H](C)N" energy_ev=-6851.3993 largest_force_ev_per_a=4.660 multiplicity=1
C -2.6691 -0.0655 0.1103
C -1.3769 0.5814 -0.1051
C -0.3626 -0.2911 -0.2516
C 0.9899 0.1815 -0.5021
C 1.8970 -0.8546 0.1648
H -3.2938 0.3250 1.0321
H -3.2777 0.0754 -0.9336
H -2.6357 -1.1711 0.1412
H -1.2307 1.7047 -0.1669
H -0.6000 -1.3587 -0.1819
H 1.3291 0.1507 -1.5353
H 1.7762 -1.8529 -0.4382
H 2.9907 -0.6589 0.2405
H 1.6952 -1.3128 1.2780
H 2.3540 1.5958 0.0138
H 1.1664 1.4509 1.0759
N 1.2477 1.5003 0.0581

=====

# 7
17
Properties=species:S:1:pos:R:3 method="wB97M-V/def2-TZVPD" smiles="C/C=C/NCC" energy_ev=-6852.6258 largest_force_ev_per_a=0.754 multiplicity=1
C -2.9196 0.2605 0.7862
C -1.4378 0.4416 0.8903
C -0.5956 0.4792 -0.1382
N 0.7624 0.7767 -0.0441
C 1.6919 0.1593 -0.9708
C 2.3304 -1.1222 -0.4465
H -3.3602 0.0927 1.7730
H -3.4836 1.0937 0.3683
H -3.2088 -0.6118 0.2054
H -1.0377 0.6432 1.8803
H -0.8928 0.4158 -1.1814
H 1.1234 0.9437 0.8808
H 2.4524 0.8959 -1.2451
H 1.1342 -0.0321 -1.8865
H 2.4550 -1.8952 -1.1936
H 1.6801 -1.5676 0.3046
H 3.3063 -0.9733 0.0174

=====

# 8
17
Properties=species:S:1:pos:R:3 method="wB97M-V/def2-TZVPD" smiles=CCN1CCC1 energy_ev=-6851.3429 largest_force_ev_per_a=3.364 multiplicity=1
C -2.2199 -0.4112 -0.1410
C -1.1754 0.7293 0.1119
C 0.6849 -0.9955 0.0819
C 2.0749 -0.3663 -0.1151
C 1.3205 0.9757 -0.0839
H -1.5373 -1.4242 -0.0424
H -2.4417 -0.1827 -1.2136
H -3.1233 -0.4570 0.5084
H -1.1292 1.1531 1.2202
H -1.4052 1.6303 -0.4703
H 0.4333 -1.9064 -0.5594
H 0.5545 -1.2807 1.1737
H 2.8162 -0.4985 0.7170
H 2.4892 -0.5301 -1.0961
H 1.1954 1.3720 0.9667
H 1.3936 1.9427 -0.6911
N 0.0696 0.2494 -0.3670

=====

# 9
17
Properties=species:S:1:pos:R:3 method="wB97M-V/def2-TZVPD" smiles="C=CC.C=NC" energy_ev=-6848.8399 largest_force_ev_per_a=4.856 multiplicity=1
C -0.6896 -2.8165 1.7101
C -1.9317 -2.7134 2.6173
C -2.1522 -3.3323 3.8013
H -0.4203 -3.8559 1.4847
H 0.2041 -2.3729 2.1614
H -0.9482 -2.2500 0.7591
H -2.6623 -1.9647 2.3739
H -3.1775 -3.6147 3.7806
H -1.3446 -3.8302 4.3610
C 1.9666 3.4198 -1.8719
C 1.1047 3.2365 -3.9794
N 1.8847 2.6295 -3.1654
H 3.0404 3.4476 -1.6080
H 1.7634 4.4431 -2.0781
H 1.5258 2.7734 -1.1302
H 0.4738 2.6537 -4.6818
H 1.3629 4.1468 -4.5346

=====

# 10
17
Properties=species:S:1:pos:R:3 method="wB97M-V/def2-TZVPD" smiles=CN1CCCC1 energy_ev=-6851.6197 largest_force_ev_per_a=3.768 multiplicity=1
C -0.7353 1.2653 1.5237
N 0.1944 0.8337 0.2788
C 0.8669 -0.4511 0.7131
C 0.9477 -1.2179 -0.5850
C -0.4535 -0.9904 -1.1514
C -0.5623 0.6253 -0.9870
H -0.2834 1.1854 2.6224
H -1.3044 2.0921 1.2550
H -1.5341 0.5037 1.4861
H 0.3887 -1.0716 1.5025
H 1.9048 -0.2178 1.1091
H 1.7354 -0.7729 -1.2318
H 1.2022 -2.3396 -0.5013
H -0.5722 -1.4207 -2.1320
H -1.2666 -1.3458 -0.5358
H -1.6413 0.8378 -0.8329
H -0.3716 1.3266 -1.7734

=====

# 11
17
Properties=species:S:1:pos:R:3 method="wB97M-V/def2-TZVPD" energy_ev=-6849.6281 largest_force_ev_per_a=3.068 multiplicity=1
C 1.6231 -1.0119 0.4434
C 0.9374 0.3293 0.4409
N -0.3910 0.3395 -0.1455
C -1.4099 1.2059 0.4134
C -1.6409 -0.2436 0.6555
C -0.6201 -0.2338 -1.4986
H 2.5774 -0.9642 0.9713
H 0.9935 -1.7526 0.9403
H 1.8400 -1.3711 -0.5644
H 0.8158 0.6791 1.4684
H 1.5554 1.0657 -0.0843
H -0.9749 1.8844 1.1497
H -2.0323 1.7328 -0.3112
H -1.1824 -0.5187 1.6202
H -0.3630 -1.2828 -1.6034
H 0.0588 0.3451 -2.1271
H -1.6241 -0.1211 -1.8772

=====

# 12
17
Properties=species:S:1:pos:R:3 method="wB97M-V/def2-TZVPD" smiles=CC(C)N1CC1 energy_ev=-6851.9756 largest_force_ev_per_a=0.687 multiplicity=1
C 0.0695 -1.6043 -0.6525
C 1.6288 0.9609 -0.2871
N 0.2456 0.7591 -0.0226
C 0.9381 1.5843 0.9100
C -0.4466 -0.4886 0.2524
C -1.9071 -0.1518 -0.0352
H 0.1977 -1.2111 -1.6709
H 1.0324 -1.9971 -0.2993
H -0.6439 -2.4382 -0.6935
H 2.3113 0.1145 -0.1491
H 1.8790 1.5647 -1.1550
H 1.2872 1.2394 1.8804
H 0.5251 2.5915 0.9594
H -0.3394 -0.7863 1.3106
H -2.2330 0.6655 0.6177
H -2.5707 -1.0088 0.1044
H -1.9740 0.2063 -1.0696

=====

# 13
17
Properties=species:S:1:pos:R:3 method="wB97M-V/def2-TZVPD" smiles=CC(C)N1CC1 energy_ev=-6852.1432 largest_force_ev_per_a=0.267 multiplicity=1
C -1.2620 -0.3996 0.8823
C -0.4820 0.4765 -0.1066
C -1.2778 0.6614 -1.4019
N 0.8614 -0.0155 -0.4677
C 1.9942 0.3454 0.3538
C 1.5398 -1.0631 0.2723
H -1.1529 -1.4594 0.6465
H -0.9536 -0.2530 1.9228
H -2.3297 -0.1681 0.8171
H -0.3469 1.4692 0.3453
H -1.5129 -0.3116 -1.8494
H -0.6887 1.2332 -2.1242
H -2.2188 1.1973 -1.2199
H 1.7965 0.8719 1.2896
H 2.8827 0.6823 -0.1779
H 2.0805 -1.7838 -0.3408
H 1.0703 -1.4831 1.1587

=====

# 14
18
Properties=species:S:1:pos:R:3 method="wB97M-V/def2-TZVPD" energy_ev=-8321.1793 largest_force_ev_per_a=4.702 charge=+2 s2=0.763 multiplicity=2
C -1.7423 -0.3872 0.6165
C -0.3927 -1.0057 0.5061
C 0.0288 -0.7962 -1.0978
C 1.2494 -0.2132 -1.2303
N 1.7372 0.4488 -0.0205
C 3.0343 0.4103 0.1993
N -1.8811 1.1433 0.3633
H -2.2737 -0.4692 1.5146
H -2.3484 -0.7848 -0.1712
H -0.5610 -2.0433 0.6460
H 0.3917 -0.4981 1.2901
H -0.5375 -1.3243 -1.8606
H 1.9124 -0.3896 -2.1464
H 3.7307 0.0000 -0.5958
H 3.2946 1.2202 0.8037
H -1.7163 1.6674 1.3149
H -1.1194 1.6132 -0.2217
H -2.8066 1.4082 0.0898